ORCA calculation (ωB97M-V/def2-TZVPD) on a molecular structure, C36H30N11O6STi in a non-equilibrium geometry.

Calculated values
Energy, a.u.: -3691.23795
Charge: +1
Energy above the lowest of the compared OMol25 structures with the same formula, charge and spin, kcal/mol: 11.5
Frontier orbital gap (spin up / spin down), Eh: 0.2145 / 0.2143
Multiplicity: 1
Highest occupied orbital energy (spin up / spin down), hartree: -0.31441 / -0.31441

Cartesian coordinates (Å):
Ti -0.02 -0.14 -0.32
O -1.33 -3.93 -1.52
C -0.86 -2.69 -1.40
O -0.97 -2.06 -0.31
C -0.26 -2.04 -2.50
C -0.12 -2.50 -3.83
C 0.34 -1.62 -4.78
C 0.61 -0.28 -4.43
C 0.48 0.11 -3.12
N 0.11 -0.77 -2.15
C 0.61 1.47 -2.54
O 0.84 2.48 -3.17
O 0.39 1.42 -1.24
H -1.75 -4.20 -0.69
H -0.40 -3.51 -4.06
H 0.47 -1.95 -5.80
H 0.92 0.46 -5.16
O -0.46 -0.78 1.90
C 0.48 -1.70 2.45
C 1.27 -2.31 1.33
C 1.70 -3.62 1.41
C 2.44 -4.15 0.36
C 2.74 -3.32 -0.71
C 2.26 -2.03 -0.72
N 1.51 -1.51 0.27
H -0.77 -0.20 2.61
H -0.03 -2.48 3.02
H 1.17 -1.17 3.12
H 1.48 -4.21 2.28
H 2.77 -5.18 0.39
H 3.33 -3.67 -1.54
H 2.51 -1.35 -1.52
C -4.90 0.58 -2.88
N -3.92 0.48 -1.81
C -2.61 0.28 -1.94
N -2.04 0.33 -0.74
C -3.09 0.55 0.10
N -4.23 0.66 -0.52
C -4.40 1.44 -4.02
C -4.79 1.17 -5.32
C -4.32 1.94 -6.38
C -3.44 2.98 -6.15
C -3.03 3.25 -4.85
C -3.52 2.50 -3.79
C -2.05 4.30 -4.59
N -1.49 5.11 -5.42
N -0.62 5.88 -4.71
C -0.71 5.50 -3.47
O -1.61 4.50 -3.33
C 0.00 6.01 -2.31
C 0.90 7.06 -2.43
C 1.56 7.52 -1.30
C 1.32 6.95 -0.06
C 0.41 5.91 0.07
C 0.11 5.34 1.44
N 0.18 3.88 1.50
C -0.63 2.95 1.00
N -0.16 1.75 1.28
C 0.97 2.02 1.99
N 1.20 3.30 2.15
C -0.25 5.44 -1.06
H -5.80 1.01 -2.43
H -5.14 -0.41 -3.25
H -2.11 0.15 -2.89
H -2.98 0.64 1.17
H -5.47 0.34 -5.51
H -4.63 1.70 -7.39
H -3.05 3.58 -6.96
H -3.20 2.74 -2.78
H 1.07 7.50 -3.40
H 2.26 8.34 -1.38
H 1.84 7.32 0.81
H -0.89 5.65 1.76
H 0.84 5.69 2.16
H -1.54 3.15 0.46
H 1.62 1.27 2.40
H -0.96 4.63 -1.00
S 5.36 1.57 0.32
C 4.38 2.78 -0.40
C 3.10 2.35 -0.52
N 2.87 1.07 -0.06
C 3.97 0.55 0.40
H 4.80 3.73 -0.69
H 2.30 2.92 -0.95
H 4.04 -0.44 0.83

***

ORCA calculation (ωB97M-V/def2-TZVPD) on 13 unconnected molecules or ions with the total composition C6H40N2O12 in a non-equilibrium geometry.

Calculated values
Energy, a.u.: -1264.94299
Energy above the lowest of the compared OMol25 structures with the same formula, charge and spin, kcal/mol: 58.2
Frontier orbital gap, Eh: 0.3042
Multiplicity: 1
Highest occupied orbital energy, hartree: -0.29935

Cartesian coordinates (Å):
C -0.65 -2.42 1.13
C -0.65 -3.94 1.17
C 0.30 -1.74 0.04
N -0.39 -0.84 -0.86
C 0.01 -0.85 -2.28
C -0.55 0.49 -0.27
C -1.08 1.55 -1.24
N -1.27 2.84 -0.53
H -1.59 -2.11 0.62
H -0.55 -1.89 2.08
H 0.16 -4.31 1.80
H -0.79 -4.45 0.24
H -1.48 -4.16 1.86
H 1.05 -1.16 0.62
H 0.76 -2.62 -0.45
H 0.85 -0.13 -2.40
H 0.40 -1.82 -2.58
H -0.90 -0.67 -2.84
H -1.22 0.57 0.60
H 0.49 0.78 0.03
H -1.99 1.14 -1.68
H -0.40 1.56 -2.08
H -0.38 3.32 -0.59
H -2.00 3.38 -0.98
H 3.34 1.92 -1.94
H 1.99 1.29 -1.42
O 2.86 1.12 -1.73
H 1.49 2.49 2.22
H 2.97 2.97 1.99
O 2.06 3.18 1.74
H -3.53 -0.43 0.15
H -2.84 -1.08 -1.03
O -3.72 -0.82 -0.71
H 3.66 -1.33 0.55
H 3.75 0.18 0.36
O 3.72 -0.51 1.05
H -4.22 -3.14 -1.80
H -3.01 -3.17 -0.79
O -3.45 -3.64 -1.49
H 1.00 0.68 2.93
H -0.20 1.92 2.78
O 0.64 1.55 3.16
H 1.17 3.10 -3.25
H 0.75 2.77 -4.63
O 0.36 2.86 -3.73
H 2.32 3.58 0.08
H 2.58 4.42 -1.24
O 2.30 3.58 -0.89
H 1.49 -4.33 -2.68
H 0.25 -4.65 -2.09
O 0.87 -3.89 -2.08
H 3.27 -0.53 3.67
H 2.50 -1.21 2.66
O 2.50 -1.11 3.62
H -2.81 0.92 2.17
H -3.81 -0.15 2.59
O -3.56 0.39 1.85
H -1.65 3.44 2.79
H -1.54 2.53 1.37
O -1.66 2.59 2.35

***

ORCA calculation (ωB97M-V/def2-TZVPD) on a single C6H10O molecule in a non-equilibrium geometry.

Calculated values
SMILES string: C=C(C)/C=C/CO
Energy, a.u.: -309.74804
Energy above the lowest of the compared OMol25 structures with the same formula, charge and spin, kcal/mol: 59.2
Frontier orbital gap, Eh: 0.3718
Multiplicity: 1
Highest occupied orbital energy, hartree: -0.33723

Cartesian coordinates (Å):
C -2.15 1.02 0.73
C -1.33 -0.02 0.83
C -1.23 -0.70 2.11
C -0.65 -0.44 -0.43
C 0.52 0.16 -0.51
C 1.53 -0.26 -1.50
O 2.74 0.29 -1.16
H -2.60 1.57 1.52
H -2.41 1.67 -0.06
H -1.42 0.03 2.95
H -0.16 -0.91 2.32
H -1.68 -1.71 2.01
H -1.07 -1.19 -1.11
H 0.98 0.89 0.20
H 1.23 0.09 -2.56
H 1.76 -1.41 -1.41
H 3.35 0.11 -1.92

***

ORCA calculation (ωB97M-V/def2-TZVPD) on a single C18H23N3O4 molecule in a non-equilibrium geometry.

Calculated values
SMILES string: CCOC(=O)c1oc2ccccc2c1NC(=O)CN1CCN(C)CC1
Energy, a.u.: -1164.95190
Energy above the lowest of the compared OMol25 structures with the same formula, charge and spin, kcal/mol: 47.3
Frontier orbital gap, Eh: 0.3081
Multiplicity: 1
Highest occupied orbital energy, hartree: -0.30429

Cartesian coordinates (Å):
C 1.24 2.20 -5.82
C -0.14 1.63 -5.48
O -0.03 0.36 -4.85
C 0.19 0.36 -3.53
O 0.28 1.37 -2.85
C 0.30 -0.97 -2.97
O 0.20 -2.09 -3.74
C 0.35 -3.14 -2.90
C 0.32 -4.48 -3.25
C 0.49 -5.40 -2.24
C 0.69 -5.00 -0.92
C 0.72 -3.67 -0.56
C 0.55 -2.72 -1.57
C 0.51 -1.29 -1.63
N 0.65 -0.29 -0.69
C 0.84 -0.37 0.67
O 0.93 -1.40 1.29
C 0.97 1.01 1.31
N 0.29 1.05 2.58
C -1.15 0.92 2.42
C -1.81 0.84 3.79
N -1.52 2.05 4.54
C -2.20 2.06 5.82
C -0.08 2.17 4.70
C 0.58 2.25 3.33
H 1.79 2.39 -4.90
H 1.12 3.13 -6.36
H 1.80 1.50 -6.43
H -0.68 2.31 -4.83
H -0.71 1.44 -6.39
H 0.17 -4.77 -4.28
H 0.48 -6.46 -2.48
H 0.82 -5.76 -0.16
H 0.87 -3.36 0.46
H 0.57 0.63 -1.12
H 0.62 1.79 0.61
H 2.04 1.17 1.49
H -1.36 0.00 1.87
H -1.57 1.77 1.86
H -2.89 0.76 3.67
H -1.45 -0.06 4.31
H -3.27 2.01 5.65
H -1.98 3.00 6.33
H -1.90 1.23 6.47
H 0.14 3.08 5.26
H 0.34 1.31 5.25
H 1.67 2.33 3.46
H 0.22 3.15 2.81

***

ORCA calculation (ωB97M-V/def2-TZVPD) on a single C3H5F molecule in a non-equilibrium geometry.

Calculated values
SMILES string: C=C(C)F
Energy, a.u.: -217.09228
Energy above the lowest of the compared OMol25 structures with the same formula, charge and spin, kcal/mol: 28.8
Frontier orbital gap, Eh: 0.3687
Multiplicity: 1
Highest occupied orbital energy, hartree: -0.33170

Cartesian coordinates (Å):
C -1.39 -0.40 -0.09
C -0.24 0.30 -0.11
C 1.17 -0.07 -0.03
F -0.48 1.56 -0.08
H -2.33 0.13 0.32
H -1.31 -1.55 -0.19
H 1.84 0.96 -0.52
H 1.44 -1.06 -0.41
H 1.29 0.12 1.11

***

ORCA calculation (ωB97M-V/def2-TZVPD) on a molecular structure, C4H8S2 in a non-equilibrium geometry.

Calculated values
Energy, a.u.: -953.40216
Energy above the lowest of the compared OMol25 structures with the same formula, charge and spin, kcal/mol: 115.8
Frontier orbital gap, Eh: 0.3322
Multiplicity: 1
Highest occupied orbital energy, hartree: -0.31453

Cartesian coordinates (Å):
C -1.71 -0.37 0.70
C 1.11 -0.58 1.18
C 1.61 -0.70 -0.03
C 0.13 1.03 -1.42
H -1.62 -0.15 -0.34
H -2.68 0.04 0.92
H -1.72 -1.42 0.74
H 1.94 -0.47 2.12
H 2.73 -0.98 0.06
H -0.04 1.13 -0.08
H 1.07 1.88 -1.87
H -0.96 1.15 -2.32
S -0.43 0.11 1.80
S 0.57 -0.68 -1.45

***

ORCA calculation (ωB97M-V/def2-TZVPD) on a molecular structure, C35H41N2O3PdSe3Te in a non-equilibrium geometry.

Calculated values
Expectation value of S²: 0.840
Energy, a.u.: -9293.67441
Charge: -2
Energy above the lowest of the compared OMol25 structures with the same formula, charge and spin, kcal/mol: 66.0
Frontier orbital gap (spin up / spin down), Eh: 0.1771 / 0.1720
Multiplicity: 2
Highest occupied orbital energy (spin up / spin down), hartree: -0.04394 / -0.03512

Cartesian coordinates (Å):
Pd 0.44 -0.17 -0.52
O 1.82 5.24 -2.46
C 2.38 3.97 -2.77
C 1.67 2.82 -2.05
C 1.86 3.09 -0.54
O 1.13 2.27 0.32
C 0.17 2.86 -2.36
Se -0.80 1.14 -2.27
C 2.33 1.53 -2.56
Se 3.05 0.28 -1.20
H 2.21 5.88 -3.07
H 3.44 3.96 -2.48
H 2.32 3.80 -3.86
H 1.52 4.11 -0.35
H 2.94 3.01 -0.31
H 1.62 1.42 0.43
H 0.00 3.23 -3.38
H -0.34 3.54 -1.67
H 3.18 1.76 -3.21
H 1.62 0.93 -3.14
C -7.34 0.64 6.91
C -6.11 0.47 6.06
C -6.19 0.38 4.68
C -5.06 0.22 3.90
C -5.23 0.15 2.41
C -3.78 0.15 4.47
Te -1.93 0.18 3.05
N -0.18 -0.13 1.71
C 1.03 -0.39 2.08
O 1.92 -0.77 1.26
C 1.48 -0.24 3.50
C 1.15 0.89 4.24
C 1.66 1.06 5.52
C 2.50 0.10 6.06
C 2.84 -1.02 5.32
C 2.34 -1.19 4.04
C -2.54 -1.76 2.42
C -2.63 -2.81 3.33
C -2.23 -2.64 4.76
C -3.12 -4.04 2.91
C -3.49 -4.26 1.59
C -4.06 -5.57 1.13
C -3.31 -3.23 0.68
C -2.83 -1.99 1.07
C -2.61 -0.95 0.03
C -3.71 0.27 5.86
C -2.40 0.24 6.60
C -4.85 0.41 6.64
H -8.23 0.77 6.28
H -7.25 1.51 7.56
H -7.50 -0.24 7.54
H -7.16 0.45 4.20
H -6.26 0.38 2.13
H -4.99 -0.85 2.03
H -4.56 0.85 1.92
H 0.54 1.65 3.78
H 1.40 1.94 6.09
H 2.89 0.23 7.06
H 3.51 -1.76 5.74
H 2.62 -2.04 3.44
H -1.35 -1.99 4.82
H -2.01 -3.59 5.23
H -3.04 -2.16 5.32
H -3.20 -4.84 3.63
H -4.37 -6.18 1.98
H -3.32 -6.13 0.55
H -4.92 -5.39 0.49
H -3.55 -3.41 -0.36
H -3.22 -1.12 -0.85
H -1.54 -1.00 -0.27
H -2.78 0.06 0.42
H -1.56 0.30 5.90
H -2.29 -0.68 7.18
H -2.34 1.08 7.30
H -4.76 0.50 7.72
Se 0.96 -2.45 -1.45
C -0.56 -3.45 -1.96
C -0.56 -4.83 -1.78
C -1.66 -5.56 -2.15
N -2.75 -5.04 -2.70
C -2.75 -3.72 -2.87
C -1.70 -2.88 -2.54
H 0.31 -5.29 -1.32
H -1.67 -6.64 -2.02
H -3.66 -3.32 -3.31
H -1.75 -1.81 -2.71

***

- Which formula does entry 7 have?
  C35H41N2O3PdSe3Te